One molecule with the formula C2H5NO2. Source: the Open Molecules 2025 dataset; level of theory: ωB97M-V with the def2-TZVPD basis set.

The geometry in XYZ format:
```
10
Properties=species:S:1:pos:R:3:forces:R:3:mulliken_charge:R:1
C -0.03105 0.61873 -0.09597 5.67 -0.87 0.70 0.61
C 1.01313 -0.54620 0.00132 -0.87 2.91 1.25 -1.02
N -1.89801 -0.90856 0.30344 0.39 1.19 -0.32 -0.26
O -1.28534 0.35199 0.03278 -6.45 -1.71 0.57 -0.26
O 0.24418 1.89970 -0.49347 1.05 -0.85 -0.76 -0.50
H 0.76641 -1.04776 1.00533 0.96 0.57 -1.29 0.28
H 2.03213 0.00027 -0.00614 -1.52 -1.59 -0.11 0.26
H 0.78029 -1.25789 -0.78803 0.78 -0.17 -0.27 0.32
H -1.22816 -1.70175 0.35611 0.60 0.94 -0.21 0.22
H -0.39357 2.59146 -0.31538 -0.61 -0.42 0.44 0.33
```
Positions in Å, forces in eV/Å.

Results
- Highest occupied orbital energy (alpha / beta): -5.69 / -11.20 eV
- Charge: 0
- Spin multiplicity: 3
- LUMO level (alpha / beta): 0.0292 / -0.0310 hartree
- HOMO-LUMO gap (alpha / beta): 6.485 / 10.356 eV



A 2-piece molecular cluster, C2H5NO2P overall. Source: the Open Molecules 2025 dataset; level of theory: ωB97M-V with the def2-TZVPD basis set.

The geometry in XYZ format:
```
11
Properties=species:S:1:pos:R:3:forces:R:3:mulliken_charge:R:1
C -1.58551 -0.46158 -0.10494 -1.32 2.88 2.06 -0.63
C -0.68812 0.20591 0.61900 1.34 0.44 -0.17 -0.32
N 1.49798 0.99946 -1.25311 1.85 -2.17 1.74 -0.82
O 0.95405 -2.04761 0.21378 -0.34 -0.42 -0.90 -0.65
O 1.70339 -0.22247 1.83649 1.06 0.79 1.26 -0.66
P 0.96457 -0.65109 0.66134 -0.70 2.41 -1.46 0.83
H -2.60774 -0.08941 -0.11954 -0.03 -0.07 -0.53 0.24
H -1.35991 -1.38953 -0.47814 0.46 -2.10 -0.93 0.33
H -0.74065 1.28861 1.05502 -0.19 -2.35 -0.79 0.31
H 1.14469 1.76594 -0.73823 -0.58 1.14 0.74 0.17
H 0.71727 0.60176 -1.69168 -1.54 -0.56 -1.02 0.19
```
Positions in Å, forces in eV/Å.

Results
- Highest occupied orbital energy (alpha / beta): -3.69 / -3.69 eV
- Charge: -1
- LUMO level (alpha / beta): 0.1482 / 0.1482 hartree
- HOMO-LUMO gap (alpha / beta): 7.719 / 7.718 eV



An isolated ion of composition C2H5NO2P and charge +1. Source: the Open Molecules 2025 dataset; level of theory: ωB97M-V with the def2-TZVPD basis set.

The geometry in XYZ format:
```
11
Properties=species:S:1:pos:R:3:forces:R:3:mulliken_charge:R:1
O -1.35884 -1.85919 1.51527 1.49 2.10 -1.73 -0.35
N -0.84179 -1.03059 0.82100 0.88 -2.52 1.02 0.71
O 0.51023 -1.09910 0.62830 -2.82 -1.90 2.75 -0.19
C 1.10245 -0.15658 -0.19762 0.50 0.35 -2.44 -0.22
C 0.00596 0.86492 -0.79167 0.43 -1.22 2.51 -0.63
P -1.67459 0.33858 -0.04173 0.77 0.34 -1.97 0.15
H 1.38416 -0.85445 -1.01910 0.47 1.11 0.09 0.26
H 2.03271 0.14456 0.37103 -1.30 0.46 -0.83 0.32
H 0.27432 1.88076 -0.59996 -0.09 0.74 0.87 0.39
H -0.01632 0.86300 -1.83156 -0.17 -0.76 -1.87 0.40
H -1.41827 0.90810 1.14605 -0.16 1.31 1.60 0.16
```
Positions in Å, forces in eV/Å.

Results
- Highest occupied orbital energy: -16.48 eV
- Structure (SMILES): O=[N+]1OCCP1
- Charge: +1
- LUMO level: -0.2458 hartree
- HOMO-LUMO gap: 9.788 eV



no.,strongest force on any atom (eV Å⁻¹)
1,6.70
2,3.78
3,4.37